No. 1
{
  "formula": "C22H17ClN2O2S",
  "method": "ωB97M-V/def2-TZVPD",
  "e_homo_ha": -0.29683,
  "total_energy_ha": -1966.7725,
  "lumo_energy_ev": -0.941,
  "relative_energy_kcal_mol": 11.3,
  "smiles": "C[C@H]([C@H](Cl)S(=O)(=O)c1ccc(C#N)cc1)n1c2ccccc2c2ccccc21",
  "elements": ["C", "C", "C", "Cl", "S", "O", "O", "C", "C", "C", "C", "C", "N", "C", "C", "N", "C", "C", "C", "C", "C", "C", "C", "C", "C", "C", "C", "C", "H", "H", "H", "H", "H", "H", "H", "H", "H", "H", "H", "H", "H", "H", "H", "H", "H"],
  "xyz": [[1.539, 1.392, 1.975], [1.033, 0.909, 0.641], [-0.766, 0.767, 0.488], [-0.939, -0.777, 1.252], [-2.195, 0.893, -0.750], [-2.182, -0.315, -1.531], [-2.105, 2.187, -1.387], [-3.875, 0.884, 0.106], [-4.479, -0.316, 0.498], [-5.814, -0.316, 0.900], [-6.526, 0.888, 0.930], [-7.929, 0.901, 1.257], [-9.079, 0.921, 1.500], [-5.880, 2.101, 0.676], [-4.546, 2.100, 0.280], [1.955, 0.071, -0.044], [2.659, 0.294, -1.266], [2.782, 1.406, -2.091], [3.667, 1.361, -3.179], [4.396, 0.183, -3.442], [4.323, -0.934, -2.596], [3.495, -0.839, -1.502], [3.329, -1.766, -0.443], [3.909, -3.009, -0.224], [3.657, -3.682, 0.965], [2.769, -3.119, 1.900], [2.153, -1.862, 1.662], [2.420, -1.179, 0.466], [1.052, 2.369, 2.103], [1.223, 0.780, 2.831], [2.655, 1.413, 1.977], [0.509, 1.554, -0.118], [-1.008, 1.575, 1.156], [-3.918, -1.251, 0.453], [-6.317, -1.246, 1.162], [-6.413, 3.044, 0.765], [-4.035, 3.032, 0.047], [2.185, 2.283, -1.865], [3.798, 2.249, -3.819], [5.026, 0.153, -4.321], [4.826, -1.878, -2.811], [4.483, -3.442, -1.027], [4.132, -4.645, 1.173], [2.554, -3.676, 2.842], [1.474, -1.458, 2.412]],
  "forces_ev_per_a": [[-1.11, 0.46, 0.31], [-0.99, 1.37, -4.31], [-0.17, -1.89, 2.18], [-1.42, -1.40, 0.85], [0.02, -0.16, -0.94], [-0.02, 0.30, 0.32], [0.15, -0.31, 0.56], [0.70, 0.13, 0.68], [0.23, -0.06, -0.31], [0.13, 0.09, -0.16], [0.28, 0.11, 0.16], [-2.94, -0.02, 0.64], [3.04, -0.06, -0.61], [0.26, -0.05, -0.13], [0.36, -0.23, -0.35], [-0.28, -1.46, 0.14], [0.79, -0.66, 0.26], [-0.33, 0.13, 0.09], [-0.04, -0.46, 0.33], [-0.10, 0.05, 0.13], [-0.20, 0.90, -0.97], [-0.63, 0.69, -0.36], [-0.76, 0.01, 0.95], [-0.32, 0.00, 0.28], [-0.28, 0.05, 0.09], [-0.14, 0.55, 0.12], [0.08, -0.57, 0.31], [0.18, -0.53, 0.20], [0.71, 0.03, 0.42], [0.03, -0.06, -0.31], [-0.99, 0.30, -0.20], [3.51, 1.71, 0.17], [-0.25, 0.29, 0.60], [-0.18, 0.29, -0.09], [0.17, 0.23, -0.08], [0.03, -0.22, -0.02], [-0.13, -0.17, -0.02], [0.11, 0.10, -0.19], [-0.16, -0.60, 0.37], [0.07, -0.01, -0.01], [0.13, 0.44, 0.04], [0.38, -0.14, 0.12], [-0.26, 0.34, -0.13], [0.16, 0.67, -0.86], [0.19, -0.17, -0.26]]
}

No. 2
{
  "formula": "C4H6N2",
  "method": "ωB97M-V/def2-TZVPD",
  "e_homo_ha": -0.37234,
  "total_energy_ha": -265.3624,
  "lumo_energy_ev": 0.450,
  "relative_energy_kcal_mol": 108.7,
  "elements": ["N", "C", "C", "C", "C", "N", "H", "H", "H", "H", "H", "H"],
  "xyz": [[-2.945, 1.055, 0.780], [-1.827, 0.798, 0.635], [-0.416, 0.475, 0.467], [0.177, -0.908, 0.247], [1.293, -0.093, -0.415], [0.246, 0.910, -0.776], [0.145, 0.738, 1.377], [0.372, -1.562, 1.136], [-0.472, -1.162, -0.935], [1.764, -0.514, -1.292], [2.069, 0.272, 0.281], [-0.406, -0.009, -1.505]],
  "forces_ev_per_a": [[1.03, -0.24, -0.16], [-1.01, -0.02, 0.15], [-0.15, -0.31, 0.48], [-1.09, -1.04, -1.78], [0.17, -0.53, -0.54], [-1.30, -1.48, -1.82], [-0.14, 0.91, -0.31], [-0.50, -0.09, -1.14], [1.41, -0.96, 3.69], [0.32, -0.16, -0.01], [-0.59, 0.15, -0.17], [1.87, 3.77, 1.63]]
}

No. 3
{
  "formula": "C5H6N2",
  "method": "ωB97M-V/def2-TZVPD",
  "e_homo_ha": -0.36052,
  "total_energy_ha": -303.4844,
  "lumo_energy_ev": 1.131,
  "relative_energy_kcal_mol": 95.1,
  "smiles": "C1=N[C@H]1C[C@H]1C=N1",
  "elements": ["C", "N", "C", "C", "C", "C", "N", "H", "H", "H", "H", "H", "H"],
  "xyz": [[1.129, 1.611, -0.625], [0.196, 2.448, -0.689], [0.111, 1.355, 0.366], [-0.873, 0.219, 0.177], [-0.213, -1.097, 0.541], [-0.103, -2.222, -0.363], [0.953, -1.546, -0.332], [2.043, 1.345, -1.142], [0.277, 1.678, 1.396], [-1.194, 0.206, -0.872], [-1.770, 0.372, 0.792], [-0.066, -1.263, 1.610], [-0.491, -3.104, -0.860]],
  "forces_ev_per_a": [[-0.25, 0.34, -0.11], [0.39, -0.27, -0.09], [-0.09, -0.17, 0.26], [-0.02, -0.01, -0.05], [-0.14, 0.18, 0.27], [0.38, 0.14, -0.06], [-0.36, -0.37, -0.09], [-0.09, 0.10, 0.08], [-0.02, -0.03, -0.17], [0.06, -0.03, 0.14], [0.14, -0.02, -0.06], [-0.02, 0.01, -0.16], [0.02, 0.13, 0.05]]
}

No. 4
{
  "formula": "C4H6N2",
  "method": "ωB97M-V/def2-TZVPD",
  "e_homo_ha": -0.30161,
  "total_energy_ha": -265.4265,
  "lumo_energy_ev": 0.866,
  "relative_energy_kcal_mol": 68.5,
  "elements": ["C", "C", "C", "N", "N", "C", "H", "H", "H", "H", "H", "H"],
  "xyz": [[-1.824, -0.483, -0.028], [-0.415, 0.002, -0.136], [0.743, -0.733, -0.179], [1.806, 0.084, 0.042], [1.271, 1.384, 0.048], [-0.086, 1.383, 0.033], [-2.463, 0.028, -0.752], [-1.906, -1.564, -0.167], [-2.211, -0.235, 0.968], [0.900, -1.794, -0.335], [2.739, -0.080, -0.319], [1.575, 1.969, 0.813]],
  "forces_ev_per_a": [[-0.12, -0.10, -0.09], [-0.15, 0.00, 0.01], [-0.06, 0.07, 0.05], [-0.20, -0.07, 0.06], [-0.32, 0.09, 0.36], [0.15, -0.41, 0.10], [0.04, -0.12, 0.03], [-0.03, 0.08, -0.04], [0.05, -0.09, -0.20], [0.01, 0.14, 0.02], [-0.21, 0.14, 0.03], [0.85, 0.28, -0.31]]
}

No. 5
{
  "formula": "C6H10N2",
  "method": "ωB97M-V/def2-TZVPD",
  "e_homo_ha": -0.30108,
  "total_energy_ha": -343.9595,
  "lumo_energy_ev": 1.046,
  "relative_energy_kcal_mol": 111.2,
  "smiles": "CC1=C(/C(C)=N/N)C1",
  "elements": ["C", "C", "C", "C", "C", "N", "N", "C", "H", "H", "H", "H", "H", "H", "H", "H", "H", "H"],
  "xyz": [[-0.548, 1.749, 1.432], [-0.945, 1.192, 0.136], [-0.577, 0.631, -1.051], [0.360, -0.440, -0.716], [1.608, -0.675, -1.515], [0.045, -0.992, 0.437], [0.936, -1.819, 1.068], [-2.019, 0.639, -0.657], [-1.277, 1.492, 2.206], [0.444, 1.400, 1.730], [-0.507, 2.841, 1.363], [1.736, -1.744, -1.711], [2.491, -0.306, -0.984], [1.547, -0.139, -2.465], [1.401, -2.488, 0.456], [0.452, -2.380, 1.768], [-2.479, -0.273, -0.291], [-2.665, 1.311, -1.206]],
  "forces_ev_per_a": [[0.17, -0.24, 0.26], [0.00, 0.90, -1.97], [0.33, 0.68, 2.40], [0.28, -0.98, 1.33], [-0.16, -0.21, 0.01], [0.54, 0.67, -1.45], [0.44, -1.17, 0.00], [-1.29, 0.35, -0.24], [0.12, 0.02, -0.09], [-0.07, 0.00, -0.01], [-0.11, -0.07, -0.08], [0.20, 0.03, -0.04], [-0.05, -0.13, 0.08], [-0.04, -0.18, 0.17], [0.21, 0.23, -0.14], [-0.07, 0.40, -0.19], [-0.27, -0.13, 0.21], [-0.22, -0.17, -0.24]]
}